{"formula": "C35H27Br2N6O3S4Ti", "method": "the ωB97M-V functional and the def2-TZVPD basis", "total_charge": -1, "lumo_energy_ev": [0.96, 0.97], "energy_ev": -258357.980, "homo_energy_ev": [-2.28, -4.46], "largest_force_ev_per_a": 3.45, "de_lowest_kj_mol": 0.0, "homo_lumo_gap_ha": [0.119, 0.200], "spin_multiplicity": 3, "s_squared": 2.0433, "symbols": ["C", "S", "H", "C", "C", "C", "H", "H", "C", "H", "C", "C", "S", "H", "O", "C", "C", "N", "S", "C", "C", "H", "C", "Br", "H", "Br", "H", "C", "H", "C", "H", "C", "N", "H", "S", "C", "H", "C", "C", "C", "C", "H", "C", "O", "H", "H", "C", "C", "C", "H", "Ti", "H", "H", "H", "N", "C", "C", "C", "H", "H", "H", "C", "N", "H", "C", "C", "H", "H", "H", "N", "C", "O", "C", "N", "C", "C", "H", "C"], "positions_angstrom": [[14.280, 8.933, 17.910], [10.304, 7.895, 14.939], [17.012, 14.480, 6.859], [7.969, 9.311, 14.413], [8.570, 8.218, 14.997], [15.081, 9.028, 12.332], [12.075, 6.842, 11.444], [14.052, 9.075, 14.175], [11.357, 11.634, 16.070], [8.154, 7.932, 11.778], [10.720, 11.834, 11.156], [16.017, 10.107, 12.323], [6.340, 9.696, 14.759], [12.768, 9.352, 7.568], [12.729, 8.504, 12.696], [13.861, 11.140, 7.221], [15.452, 13.012, 6.923], [12.021, 10.744, 13.834], [7.445, 7.201, 15.858], [12.735, 10.849, 17.999], [11.632, 11.571, 17.437], [14.927, 11.373, 13.338], [16.275, 8.000, 10.454], [10.010, 12.859, 15.501], [12.454, 8.999, 16.848], [9.003, 4.362, 8.247], [12.693, 12.978, 8.681], [12.487, 10.872, 9.174], [17.880, 9.112, 9.564], [14.839, 12.068, 7.778], [16.375, 7.246, 9.624], [9.514, 5.601, 9.642], [11.020, 10.494, 11.071], [16.128, 9.166, 19.054], [8.747, 10.314, 13.229], [10.841, 5.870, 9.949], [13.220, 12.358, 19.465], [16.202, 12.806, 9.475], [17.129, 10.036, 11.425], [8.820, 7.265, 11.187], [15.139, 9.548, 18.833], [9.894, 12.200, 11.708], [11.465, 12.728, 10.399], [15.870, 11.276, 12.928], [11.883, 8.969, 9.982], [15.242, 13.123, 5.842], [6.086, 8.313, 15.936], [14.724, 10.793, 19.394], [12.251, 12.281, 9.371], [11.321, 13.833, 10.658], [10.943, 9.023, 12.832], [14.501, 7.908, 17.600], [13.157, 10.995, 12.247], [14.621, 7.122, 11.438], [15.268, 12.001, 9.036], [13.542, 11.383, 19.035], [15.267, 7.969, 11.413], [16.464, 13.787, 7.495], [17.867, 10.869, 11.432], [10.977, 12.143, 18.095], [13.257, 11.132, 15.443], [12.222, 11.055, 15.078], [13.361, 10.704, 13.218], [13.919, 10.930, 6.100], [11.108, 6.696, 11.020], [13.113, 10.329, 7.969], [16.564, 12.650, 10.505], [15.379, 11.260, 20.162], [7.458, 5.949, 10.145], [16.723, 13.830, 8.788], [17.185, 9.095, 10.460], [5.204, 8.035, 16.715], [13.786, 9.273, 13.155], [10.128, 7.419, 11.620], [11.786, 10.050, 10.065], [8.501, 6.190, 10.376], [11.672, 5.454, 9.356], [13.105, 9.538, 17.520]], "atomic_forces_ev_per_a": [[0.81, -0.43, 1.06], [-0.47, -0.27, 0.00], [-0.05, 0.11, 0.09], [1.75, -1.33, 0.07], [-0.64, 1.37, -0.81], [0.08, 2.13, -0.28], [0.71, 0.02, -0.08], [-0.22, -0.59, 1.00], [-0.71, -0.01, 2.74], [0.05, -0.64, -0.91], [1.62, -0.77, -0.55], [0.25, -1.72, -1.94], [-1.43, -0.74, 1.16], [0.09, 0.67, 0.47], [0.22, -0.18, 0.36], [2.39, 0.91, -2.31], [1.35, 0.53, -0.12], [1.69, 0.20, 1.81], [0.67, -0.21, 0.43], [1.65, -2.39, 0.36], [-1.29, 0.62, -2.59], [1.46, -0.46, -0.74], [0.32, 0.34, -0.28], [0.17, -0.47, 0.06], [-0.27, 0.10, -0.15], [0.44, 0.55, 0.64], [0.21, 0.14, 0.03], [-0.75, -0.46, -1.14], [-0.52, 0.32, 1.54], [-0.83, 0.12, -2.40], [-0.32, 0.72, 1.23], [0.13, -0.49, -0.01], [-0.90, -0.27, -0.30], [-0.20, -0.23, 0.17], [0.45, -0.13, -0.30], [0.47, -0.72, -0.90], [0.43, -0.80, -0.23], [-0.40, 0.85, 0.10], [0.10, 1.61, 0.95], [1.90, -0.18, 2.50], [-1.04, 1.52, -0.32], [-0.38, -0.22, 1.10], [-0.91, 1.49, 0.43], [-1.21, 0.97, 1.68], [0.13, 0.10, 0.09], [0.03, -0.33, 0.82], [0.39, -0.34, 0.23], [1.55, -1.18, 0.58], [1.07, -0.38, 0.03], [0.17, -1.60, -0.88], [-1.47, 1.43, -0.08], [-0.03, 0.43, -0.24], [0.20, -0.10, 0.31], [-0.69, -0.33, 0.03], [-0.17, -1.22, 1.35], [-1.35, 1.14, -0.70], [0.60, 0.60, -0.06], [-1.57, 0.38, -1.48], [-0.79, -0.59, 0.04], [0.30, 0.03, -0.15], [-0.10, -0.23, -0.39], [0.59, 0.61, -0.87], [-0.49, -0.33, -1.37], [0.23, 0.46, 1.55], [-1.76, 0.51, 0.31], [-2.32, -0.77, 2.16], [-0.36, 0.21, -0.47], [-0.61, -0.28, -0.68], [0.42, 0.17, 0.18], [1.45, -0.76, 0.95], [0.07, -2.20, -2.02], [-0.40, 1.01, -0.87], [0.56, -0.43, -0.88], [-0.57, -0.44, -1.63], [0.14, 0.36, 0.75], [-1.03, 0.91, -0.87], [-0.58, 0.07, 0.49], [-0.49, 1.52, 0.15]], "mulliken_spin": [0.00, 0.01, 0.00, 0.02, -0.01, 0.00, 0.00, -0.01, -0.01, 0.00, 0.24, -0.01, 0.00, -0.02, 0.02, 0.25, 0.08, 0.01, 0.00, 0.00, 0.01, 0.00, 0.01, 0.00, 0.00, 0.00, 0.06, -0.03, 0.00, -0.01, 0.00, 0.02, -0.01, 0.00, -0.01, -0.01, 0.00, -0.02, 0.00, 0.04, 0.00, 0.04, -0.10, 0.00, -0.02, -0.01, 0.00, 0.00, 0.24, -0.01, 0.94, 0.00, -0.01, 0.00, 0.05, 0.00, 0.01, 0.01, 0.00, 0.00, 0.00, 0.01, 0.00, 0.04, 0.02, 0.09, -0.01, 0.00, 0.00, 0.08, -0.01, 0.00, 0.00, -0.03, 0.03, -0.01, 0.00, 0.00]}

{"formula": "C35H27CaN5O3S", "method": "the ωB97M-V functional and the def2-TZVPD basis", "total_charge": -2, "lumo_energy_ev": 4.17, "energy_ev": -79604.863, "homo_energy_ev": -0.71, "largest_force_ev_per_a": 0.32, "de_lowest_kj_mol": 12.8, "homo_lumo_gap_ha": 0.179, "symbols": ["C", "H", "H", "H", "H", "N", "Ca", "H", "H", "C", "H", "C", "C", "C", "N", "H", "O", "N", "C", "H", "C", "C", "H", "C", "H", "H", "O", "C", "C", "H", "O", "H", "H", "H", "H", "C", "C", "C", "H", "C", "C", "C", "C", "C", "H", "S", "C", "H", "C", "C", "C", "H", "C", "H", "C", "C", "C", "C", "H", "C", "C", "C", "H", "N", "C", "C", "H", "H", "C", "N", "H", "C"], "positions_angstrom": [[4.370, 3.158, -0.951], [-2.920, -0.853, -4.299], [-3.692, -4.385, -1.515], [4.307, 3.353, -2.015], [-4.627, -0.449, 1.418], [2.304, -0.053, 1.005], [0.635, -0.301, -0.600], [-0.018, 1.170, 5.015], [-1.224, -2.077, 2.194], [-6.068, -1.076, -0.781], [6.128, 0.526, 1.955], [-1.981, 0.339, 1.853], [-2.739, -3.939, -1.259], [4.248, -0.384, 2.447], [-0.346, 0.548, -2.598], [0.987, 0.214, -5.771], [0.662, -2.936, 2.015], [-0.647, 0.231, 1.857], [-3.815, -0.452, -1.831], [-1.105, -3.816, 2.406], [-4.595, -0.602, -0.703], [-0.980, -0.327, -5.194], [4.568, 2.433, 2.827], [3.923, 1.942, -0.458], [1.211, 1.476, -3.617], [6.301, -2.449, 5.027], [-6.653, -1.153, 0.322], [5.730, -1.872, 4.309], [-2.358, -3.819, 0.070], [1.079, -2.198, 1.528], [-6.482, -1.361, -1.921], [1.093, 0.419, 2.904], [5.218, 5.078, -0.478], [-2.995, -4.182, 0.867], [5.328, 4.613, 1.952], [-2.680, 0.020, 0.577], [0.719, 0.498, -3.591], [-0.728, -2.820, -1.856], [-2.519, 1.373, 5.027], [3.633, -1.337, 3.256], [6.359, -0.936, 3.502], [5.623, -0.196, 2.584], [4.880, 4.124, -0.091], [-4.013, -0.336, 0.535], [3.857, -2.807, 4.795], [2.086, -0.655, -2.990], [-0.734, -2.978, 1.813], [2.572, -1.506, 3.127], [0.017, 0.531, 2.971], [-1.938, -0.441, -4.127], [-1.894, -3.455, -2.246], [-0.049, -2.377, -2.582], [3.992, 1.667, 0.908], [-2.149, -3.503, -3.294], [-1.161, -3.185, 0.372], [4.512, 2.636, 1.762], [-1.989, 1.051, 4.138], [3.408, 0.364, 1.419], [-1.270, -0.621, -6.200], [4.360, -2.070, 4.180], [-2.464, -0.100, -1.716], [0.261, 0.134, -4.970], [7.429, -0.782, 3.581], [-1.913, 0.106, -0.517], [-2.689, 0.751, 2.984], [-1.539, 0.021, -2.889], [-4.274, -0.634, -2.791], [3.492, 1.204, -1.129], [-0.607, 0.942, 4.137], [-0.381, -2.667, -0.572], [-3.764, 0.843, 2.941], [4.945, 3.861, 1.271]], "atomic_forces_ev_per_a": [[0.00, 0.00, 0.00], [0.00, 0.00, 0.00], [0.00, -0.01, -0.01], [0.01, 0.00, 0.00], [-0.01, -0.01, 0.01], [0.04, -0.29, 0.04], [-0.14, 0.28, -0.08], [0.00, 0.00, 0.00], [0.03, -0.03, -0.01], [0.03, -0.20, 0.08], [0.00, 0.00, 0.00], [-0.09, 0.03, -0.02], [0.04, 0.03, 0.01], [-0.01, 0.03, 0.00], [-0.04, -0.02, -0.04], [0.00, 0.00, 0.00], [0.04, 0.11, -0.05], [-0.02, 0.10, -0.11], [-0.01, 0.00, -0.05], [0.02, -0.02, 0.00], [-0.07, 0.05, 0.05], [0.02, -0.02, -0.02], [-0.01, 0.00, -0.01], [-0.06, 0.03, 0.02], [0.00, -0.01, 0.01], [0.00, 0.00, 0.00], [0.00, 0.08, -0.03], [0.02, 0.00, 0.01], [0.01, -0.02, -0.04], [-0.20, -0.10, 0.17], [0.00, 0.07, -0.03], [0.01, 0.02, 0.00], [0.00, 0.00, 0.00], [0.01, -0.01, 0.00], [0.00, 0.00, 0.00], [0.09, 0.02, 0.02], [0.10, 0.03, 0.01], [0.10, -0.04, -0.01], [0.00, 0.00, 0.00], [0.00, 0.03, 0.00], [0.00, 0.00, 0.00], [-0.01, -0.02, -0.03], [0.00, 0.01, 0.00], [0.03, 0.01, -0.03], [0.00, 0.00, 0.00], [-0.05, 0.01, 0.11], [0.09, -0.10, -0.08], [-0.03, -0.01, 0.01], [0.02, -0.07, 0.00], [0.05, 0.00, 0.01], [-0.07, -0.03, 0.10], [-0.01, -0.03, -0.02], [0.00, 0.01, -0.02], [0.00, 0.00, 0.00], [-0.08, 0.09, 0.20], [0.01, 0.00, 0.00], [-0.05, -0.02, -0.03], [0.00, -0.01, -0.01], [0.00, 0.00, 0.00], [-0.02, -0.01, 0.00], [-0.02, 0.05, 0.03], [-0.08, 0.00, 0.00], [0.00, 0.00, 0.00], [-0.02, -0.07, -0.03], [0.08, -0.01, 0.02], [-0.03, 0.01, -0.01], [0.01, 0.00, 0.00], [0.05, -0.04, 0.00], [0.03, 0.01, 0.02], [0.18, 0.06, -0.17], [-0.01, 0.00, 0.00], [-0.01, 0.00, 0.00]], "mulliken_charge": [-0.85, 0.37, 0.39, 0.42, 0.53, -0.59, 1.30, 0.44, 0.02, 0.41, 0.45, -0.09, -0.31, 0.86, -0.85, 0.33, -0.62, 0.56, -0.41, 0.45, -0.60, -0.50, 0.47, -0.20, 0.26, 0.36, -0.76, -0.30, -0.85, 0.33, -0.75, 0.30, 0.36, 0.31, 0.36, 1.11, 0.28, -0.13, 0.40, -0.13, -0.81, -0.27, -0.30, -0.85, 0.39, -0.53, -0.51, 0.11, -0.11, -0.73, -0.60, 0.46, 0.43, 0.40, 1.00, -0.11, -0.49, -0.89, 0.34, -0.77, 0.81, -0.80, 0.37, -0.36, -1.05, 0.38, 0.51, 0.40, -0.93, -0.31, 0.43, -0.75]}

{"formula": "C35H27F5N4OS2SbTeTi", "method": "the ωB97M-V functional and the def2-TZVPD basis", "total_charge": -1, "lumo_energy_ev": [2.15, 2.12], "energy_ev": -116946.185, "homo_energy_ev": [-3.05, -3.97], "largest_force_ev_per_a": 1.98, "de_lowest_kj_mol": 14.9, "homo_lumo_gap_ha": [0.191, 0.224], "spin_multiplicity": 3, "s_squared": 2.0202, "symbols": ["C", "C", "C", "H", "C", "H", "C", "N", "N", "N", "C", "H", "Te", "H", "C", "H", "C", "C", "C", "C", "C", "S", "C", "H", "H", "N", "C", "F", "C", "H", "H", "H", "H", "C", "H", "C", "F", "H", "C", "H", "C", "S", "C", "C", "C", "H", "C", "C", "F", "H", "H", "H", "Ti", "H", "H", "C", "C", "C", "H", "C", "C", "C", "F", "C", "H", "O", "H", "C", "H", "C", "Sb", "H", "C", "C", "H", "H", "F"], "positions_angstrom": [[3.960, 2.169, 0.434], [6.023, 0.343, 0.694], [-0.214, -5.344, -0.263], [-1.477, -2.131, -5.216], [-4.937, 2.082, 0.323], [0.047, 2.149, -4.499], [-1.742, -0.720, 2.614], [0.223, 3.617, -0.148], [0.284, -0.877, 1.284], [-2.816, 1.000, 0.141], [1.020, -0.915, 2.426], [6.824, -0.381, 0.795], [2.171, 0.426, -1.361], [-5.312, -1.189, -0.377], [1.499, 5.839, 0.730], [-5.486, 2.992, 0.527], [-4.835, -0.236, -0.177], [0.206, -7.639, 0.488], [6.127, 1.584, 1.310], [-1.711, -7.199, -0.831], [-1.078, -0.881, 1.365], [0.498, 2.167, 2.034], [2.502, -0.999, 2.267], [-6.675, 0.875, -0.019], [-1.891, -3.051, -2.931], [-0.922, 0.050, -2.077], [0.334, 4.676, -0.973], [1.667, -5.941, 1.056], [-3.447, -0.174, -0.097], [-0.107, 4.525, -1.946], [1.782, 4.751, 2.547], [7.008, 1.838, 1.887], [1.028, -0.927, 4.546], [-1.565, -2.029, -3.076], [-3.563, 4.072, 1.194], [4.891, 0.015, -0.045], [0.980, -8.501, 1.166], [5.151, 3.467, 1.656], [0.545, -6.300, 0.419], [3.155, 2.886, 0.341], [1.374, 4.756, 1.546], [0.286, -3.666, -0.334], [0.714, 3.564, 1.125], [0.416, -0.866, 3.655], [-0.934, -8.101, -0.136], [-2.823, -0.651, 2.652], [-1.348, -5.865, -0.886], [-1.332, -1.519, -4.333], [-2.152, -5.071, -1.620], [2.013, 6.724, 1.085], [4.810, -0.964, -0.504], [-1.185, 2.642, -3.318], [-0.348, 0.712, -0.106], [2.962, -1.401, 3.170], [2.746, -1.627, 1.411], [-0.316, 2.000, -3.482], [-0.714, 0.562, -3.311], [0.968, 5.815, -0.572], [-0.736, 0.239, -5.415], [-5.591, 0.904, 0.026], [-2.854, 3.393, 0.720], [5.087, 2.495, 1.178], [-2.817, -7.628, -1.463], [3.841, 0.925, -0.188], [2.914, -0.005, 2.082], [-0.438, 2.563, -0.605], [-2.020, 3.210, 1.395], [-0.920, -0.207, -4.447], [1.054, 6.648, -1.253], [-1.359, -1.223, -1.960], [-2.182, -2.027, -0.120], [-2.460, 3.874, -0.176], [-3.544, 2.105, 0.372], [-0.991, -0.701, 3.748], [-1.462, -0.575, 4.716], [0.470, 2.274, -2.786], [-1.276, -9.399, -0.076]], "atomic_forces_ev_per_a": [[0.10, -0.05, 0.06], [-0.07, -0.01, -0.03], [0.02, 0.32, -0.03], [0.00, 0.01, 0.02], [0.07, 0.07, 0.01], [-0.03, 0.03, -0.01], [0.11, -0.07, -0.26], [-0.05, -0.56, 0.00], [-0.48, 0.00, 0.00], [-0.01, 0.07, -0.04], [0.01, 0.08, -0.28], [0.00, 0.01, 0.00], [0.28, -0.09, -0.38], [0.00, 0.00, 0.01], [0.06, 0.32, -0.19], [0.00, -0.01, -0.01], [0.09, -0.10, -0.01], [0.07, 0.07, 0.02], [-0.02, -0.02, -0.02], [-0.04, 0.07, -0.04], [0.06, -0.41, 0.01], [-0.03, -0.07, -0.03], [-0.01, 0.02, 0.00], [0.02, -0.02, -0.01], [0.04, 0.02, -0.02], [-0.32, -0.37, -0.50], [0.10, 0.16, -0.06], [-0.01, 0.05, -0.02], [-0.04, 0.18, 0.02], [-0.01, -0.02, 0.00], [-0.01, 0.01, -0.01], [0.00, -0.01, 0.01], [-0.04, 0.00, 0.01], [0.09, -0.14, 0.27], [0.01, 0.00, 0.00], [0.05, 0.12, 0.10], [0.02, -0.01, 0.02], [0.00, 0.00, 0.00], [0.12, -0.11, 0.17], [0.02, 0.02, -0.04], [-0.14, -0.53, 0.19], [-0.12, -0.26, 0.03], [0.17, 0.60, -0.01], [-0.23, 0.03, 0.15], [-0.05, -0.08, -0.03], [-0.01, 0.03, -0.02], [-0.11, -0.09, -0.10], [-0.02, -0.08, -0.14], [0.01, 0.09, -0.01], [0.00, -0.03, 0.00], [0.01, 0.02, -0.01], [0.02, 0.02, 0.05], [0.71, -0.66, 1.72], [0.00, 0.00, -0.01], [0.01, 0.00, 0.00], [-0.02, -0.05, -0.03], [-0.02, -0.01, -0.08], [-0.02, -0.12, 0.09], [-0.01, -0.01, -0.01], [-0.10, -0.02, -0.01], [-0.03, 0.00, 0.00], [-0.05, -0.03, -0.04], [-0.01, 0.01, 0.00], [0.13, 0.07, 0.08], [0.00, 0.02, -0.02], [-0.51, 1.36, -0.57], [0.00, -0.01, 0.01], [0.09, 0.11, 0.02], [0.02, 0.01, 0.03], [-0.17, 0.09, -0.24], [-0.03, 0.07, 0.05], [0.00, -0.01, 0.00], [0.01, -0.08, -0.04], [0.28, 0.02, 0.17], [0.03, -0.03, 0.00], [0.00, -0.01, 0.02], [0.01, 0.00, 0.01]], "mulliken_spin": [0.00, 0.00, 0.00, 0.00, 0.00, 0.00, 0.04, 0.01, 0.09, -0.02, 0.00, 0.00, -0.02, 0.00, 0.00, 0.00, -0.03, 0.00, 0.00, 0.00, 0.11, -0.01, 0.01, 0.00, -0.01, -0.01, 0.00, 0.00, 0.01, 0.00, 0.00, 0.00, 0.01, -0.02, 0.00, 0.00, 0.00, 0.00, 0.00, 0.00, 0.01, 0.01, 0.01, 0.11, 0.00, 0.01, 0.00, 0.03, 0.00, 0.00, 0.00, 0.00, 1.39, 0.00, 0.00, 0.01, 0.02, 0.00, 0.00, 0.01, 0.00, 0.00, 0.00, 0.01, 0.00, -0.02, 0.00, -0.01, 0.00, 0.04, 0.13, 0.00, 0.03, 0.04, 0.01, 0.00, 0.00]}